Entry 1:
The following is a DFT calculation (the ωB97M-V functional and the def2-TZVPD basis) of a structure of composition C25H35N9NdO4S2 at a distorted geometry.

Computed properties:
Multiplicity: 4
LUMO level (spin up / spin down) in eV: -2.0 / -2.0
HOMO (spin up / spin down) in eV: -10.00 / -10.00
<S²>: 3.75
Total charge: +1

XYZ file:
```
76
C25H35N9NdO4S2 | OMol25 | the ωB97M-V functional and the def2-TZVPD basis
Nd 0.10 -0.49 1.32
N 1.76 -0.77 -0.65
C 2.05 0.60 -1.25
C 2.63 1.50 -0.18
N 1.69 1.53 1.03
C 1.07 2.80 1.40
C -0.22 2.98 0.71
N -1.06 1.88 1.23
H 1.40 -1.30 -1.46
H 2.56 -1.18 -0.23
H 2.71 0.50 -2.14
H 1.12 1.07 -1.59
H 3.61 1.13 0.13
H 2.83 2.46 -0.51
H 2.12 1.19 1.85
H 0.92 2.84 2.51
H 1.75 3.63 1.06
H -0.52 4.03 0.93
H -0.13 2.90 -0.39
H -1.35 2.12 2.19
H -1.83 1.77 0.58
N 2.80 -5.74 1.88
N 2.91 -4.36 1.90
N 4.01 -3.86 2.37
C 3.72 -2.60 2.42
N 2.43 -2.35 1.99
N 1.93 -3.53 1.72
H 3.05 -5.97 2.82
H 1.79 -5.93 1.67
H 4.37 -1.82 2.77
O -2.23 -0.68 1.77
N -2.48 -1.88 1.42
O -3.64 -2.20 1.21
O -1.45 -2.61 1.17
O -0.97 -0.51 -0.98
S -2.30 -0.65 -1.77
C -2.13 0.12 -3.46
C -1.80 1.55 -3.25
C -0.58 2.05 -3.67
C -0.28 3.37 -3.41
C -1.16 4.18 -2.70
C -2.34 3.69 -2.16
C -2.62 2.34 -2.41
C -2.38 -2.37 -2.27
C -1.06 -2.98 -2.70
C -0.80 -3.05 -4.08
C 0.43 -3.43 -4.58
C 1.41 -3.88 -3.69
C 1.17 -3.94 -2.33
C -0.05 -3.45 -1.78
H -3.16 -0.11 -3.92
H -1.36 -0.42 -3.94
H 0.15 1.44 -4.23
H 0.58 3.86 -3.76
H -0.76 5.29 -2.61
H -2.96 4.25 -1.51
H -3.52 1.91 -2.04
H -3.15 -2.45 -3.06
H -2.78 -2.85 -1.38
H -1.48 -2.80 -4.85
H 0.61 -3.45 -5.65
H 2.40 -4.16 -4.04
H 2.07 -4.18 -1.78
H -0.25 -3.48 -0.72
S 0.92 -0.06 3.87
C -0.19 1.13 4.40
C 0.36 2.35 4.78
C -0.40 3.43 5.12
C -1.76 3.36 5.12
C -2.34 2.12 4.83
C -1.58 1.04 4.40
H 1.46 2.35 4.82
H 0.04 4.37 5.50
H -2.40 4.19 5.37
H -3.41 2.03 4.85
H -2.02 0.13 4.03
```

***

Entry 2:
The following is a DFT calculation (the ωB97M-V functional and the def2-TZVPD basis) of an isolated molecule of C5H5Cl3N2 at a distorted geometry.

Computed properties:
LUMO level (spin up / spin down) in eV: -1.5 / -2.1
HOMO (spin up / spin down) in eV: -8.62 / -8.39

XYZ file:
```
15
C5H5Cl3N2 | OMol25 | the ωB97M-V functional and the def2-TZVPD basis
C 1.23 -1.29 0.72
C 1.52 -0.24 0.04
C -1.57 -0.39 0.08
C 2.97 0.17 -0.18
C -3.00 -0.06 0.05
N 0.53 0.74 -0.24
N -0.77 0.55 -0.20
Cl -3.77 -0.45 1.55
Cl -3.48 1.76 -0.27
Cl -3.69 -0.94 -1.35
H 1.26 -2.33 0.93
H 3.51 0.36 0.77
H 3.49 -0.51 -0.74
H 2.97 1.12 -0.84
H -1.20 1.52 -0.33
```

***

Entry 3:
The following is a DFT calculation (the ωB97M-V functional and the def2-TZVPD basis) of a cluster of 13 separate species, C44H64N12O20 in total at a distorted geometry.

Computed properties:
LUMO level in eV: 2.5
HOMO in eV: 1.09
Total charge: -2

XYZ file:
```
140
C44H64N12O20 | OMol25 | the ωB97M-V functional and the def2-TZVPD basis
O -1.93 -0.23 0.32
C -0.72 -0.35 1.13
C 0.81 -0.23 0.51
O 1.20 1.00 -0.07
H -0.76 -1.26 1.74
H -0.71 0.27 2.02
H 1.17 -1.02 -0.16
H 1.47 -0.46 1.34
C -4.71 -5.38 -6.83
C -5.46 -6.53 -7.14
C -6.38 -7.05 -6.28
C -6.76 -6.35 -5.15
C -6.22 -5.13 -4.82
C -5.13 -4.74 -5.61
O -4.42 -3.73 -5.09
O -6.89 -8.33 -6.48
H -3.84 -5.17 -7.43
H -5.18 -7.18 -7.97
H -7.54 -6.74 -4.52
H -6.44 -4.61 -3.91
H -4.74 -3.59 -4.20
H -6.44 -8.66 -7.26
C 5.63 8.40 2.03
C 5.56 9.80 1.85
C 4.45 10.33 1.19
C 3.46 9.47 0.70
C 3.66 8.09 0.76
C 4.76 7.54 1.44
O 4.96 6.21 1.37
O 4.42 11.59 0.68
H 6.57 7.93 2.28
H 6.35 10.38 2.31
H 2.62 9.92 0.19
H 3.01 7.37 0.27
H 4.19 5.73 1.06
H 3.76 11.55 -0.02
C -1.38 -7.34 5.65
C -2.08 -6.55 6.52
C -2.82 -7.22 7.45
C -2.78 -8.55 7.62
C -1.89 -9.27 6.79
C -1.23 -8.65 5.79
O -0.74 -9.38 4.73
O -3.57 -6.42 8.29
H -0.90 -6.79 4.85
H -2.19 -5.49 6.35
H -3.48 -8.97 8.32
H -1.73 -10.34 6.89
H -0.77 -8.94 3.88
H -3.41 -5.49 8.11
C 4.09 -2.48 -7.16
C 5.40 -2.78 -7.40
C 6.01 -2.29 -8.61
C 5.34 -1.33 -9.37
C 4.02 -1.08 -9.05
C 3.43 -1.67 -7.97
O 2.13 -1.24 -7.74
O 7.22 -2.87 -8.96
H 3.48 -2.86 -6.35
H 5.86 -3.57 -6.82
H 5.77 -0.81 -10.22
H 3.41 -0.45 -9.68
H 1.70 -0.73 -8.43
H 7.71 -2.15 -9.38
C -9.75 5.86 0.79
C -9.27 4.82 0.07
C -8.22 4.04 0.51
C -7.76 4.24 1.77
C -8.35 5.25 2.56
C -9.21 6.18 2.01
O -9.50 7.38 2.58
O -7.69 3.23 -0.42
H -10.39 6.57 0.28
H -9.70 4.47 -0.86
H -6.89 3.76 2.19
H -7.84 5.57 3.45
H -10.25 7.92 2.29
H -6.98 2.77 0.04
C 8.01 2.75 -5.66
C 6.75 2.87 -5.14
C 5.96 3.83 -5.72
C 6.28 4.53 -6.82
C 7.46 4.25 -7.37
C 8.46 3.47 -6.74
O 9.76 3.33 -7.19
O 4.67 3.85 -5.30
H 8.60 1.92 -5.29
H 6.50 2.18 -4.36
H 5.75 5.25 -7.43
H 7.87 4.79 -8.21
H 9.78 2.48 -7.65
H 4.64 3.41 -4.45
C 8.65 -1.09 2.00
O 9.79 -1.54 2.17
N 8.28 0.08 2.44
N 7.69 -1.78 1.39
H 7.69 0.53 1.76
H 8.97 0.63 2.94
H 7.99 -2.63 0.92
H 6.83 -1.30 1.17
C -3.21 0.69 8.32
O -3.83 -0.33 8.30
N -3.28 1.52 9.32
N -2.23 0.89 7.46
H -3.16 2.46 8.96
H -3.99 1.29 10.00
H -2.18 0.49 6.53
H -1.39 1.25 7.88
C -2.37 6.95 1.92
O -2.35 6.40 0.83
N -2.14 6.31 2.97
N -2.33 8.25 2.12
H -1.99 5.31 2.91
H -1.98 6.71 3.88
H -2.55 8.70 3.00
H -2.59 8.76 1.29
C 4.55 1.34 7.16
O 4.74 1.20 8.32
N 4.80 2.40 6.40
N 3.95 0.48 6.39
H 5.03 3.22 6.94
H 4.67 2.31 5.40
H 3.66 0.49 5.42
H 3.91 -0.46 6.77
C -0.81 -7.22 -2.43
O -0.59 -7.83 -1.45
N -1.65 -7.52 -3.32
N -0.27 -6.08 -2.52
H -2.09 -6.79 -3.87
H -2.06 -8.45 -3.30
H 0.16 -5.87 -1.63
H -0.58 -5.51 -3.29
C -6.74 -5.15 3.09
O -7.49 -6.10 3.42
N -5.78 -5.21 2.19
N -6.75 -4.03 3.77
H -5.20 -4.42 1.94
H -5.51 -6.13 1.88
H -7.10 -4.01 4.71
H -6.20 -3.33 3.30
```

***

Entry 4:
The following is a DFT calculation (the ωB97M-V functional and the def2-TZVPD basis) of a structure of composition C48H37N2O4SSbTcTe at a distorted geometry.

Computed properties:
Multiplicity: 2
LUMO level (spin up / spin down) in eV: -0.5 / -0.5
HOMO (spin up / spin down) in eV: -6.92 / -6.69
<S²>: 0.77

XYZ file:
```
95
C48H37N2O4SSbTcTe | OMol25 | the ωB97M-V functional and the def2-TZVPD basis
Tc -0.03 -0.49 -0.60
C 3.15 -1.14 -1.75
O 2.26 -1.06 -0.64
C 2.83 -0.55 0.53
C 4.20 -0.45 0.70
C 4.71 0.07 1.88
C 3.85 0.47 2.89
C 2.49 0.35 2.72
C 1.94 -0.15 1.54
N 0.56 -0.22 1.30
N -0.16 0.11 2.31
C -1.50 0.21 2.29
C -2.35 0.05 1.15
O -1.90 -0.08 -0.04
C -3.76 0.07 1.33
C -4.32 0.28 2.55
C -3.52 0.54 3.69
C -4.09 0.82 4.95
C -3.31 1.13 6.03
C -1.92 1.19 5.89
C -1.34 0.89 4.68
C -2.11 0.54 3.56
H 3.88 -1.94 -1.59
H 3.67 -0.19 -1.91
H 2.56 -1.38 -2.63
H 4.87 -0.78 -0.07
H 5.78 0.16 1.99
H 4.25 0.89 3.80
H 1.80 0.66 3.49
H -4.38 -0.09 0.45
H -5.40 0.27 2.65
H -5.17 0.78 5.05
H -3.77 1.34 6.99
H -1.31 1.48 6.73
H -0.26 0.94 4.58
O 1.01 -2.14 -4.06
C 0.09 -1.81 -3.33
O 0.04 -0.69 -2.67
C -1.12 -2.70 -3.21
C -1.80 -3.07 -4.36
C -2.93 -3.87 -4.28
C -3.40 -4.29 -3.05
C -2.72 -3.94 -1.89
C -1.58 -3.16 -1.97
S -0.71 -2.81 -0.45
H -1.42 -2.72 -5.31
H -3.44 -4.16 -5.19
H -4.29 -4.90 -2.99
H -3.08 -4.27 -0.93
Te 1.26 -4.19 -0.69
C 0.38 -5.97 0.14
C 0.99 -7.19 -0.13
C 0.49 -8.36 0.43
C -0.63 -8.32 1.24
C -1.25 -7.10 1.50
C -0.74 -5.93 0.96
H 1.86 -7.23 -0.77
H 0.97 -9.30 0.21
H -1.02 -9.23 1.68
H -2.12 -7.05 2.14
H -1.22 -4.99 1.19
C -3.56 4.72 -1.72
C -3.38 4.01 -0.54
C -2.21 3.28 -0.34
C -1.22 3.27 -1.32
C -1.42 3.97 -2.51
C -2.59 4.69 -2.70
Sb 0.51 2.06 -1.03
C 1.43 3.13 0.59
C 2.73 3.62 0.51
C 3.29 4.28 1.60
C 2.57 4.43 2.77
C 1.28 3.92 2.86
C 0.72 3.27 1.78
C 1.71 2.70 -2.67
C 2.12 1.77 -3.62
C 2.93 2.17 -4.68
C 3.33 3.49 -4.79
C 2.91 4.43 -3.85
C 2.10 4.03 -2.80
H -4.47 5.29 -1.87
H -4.14 4.02 0.23
H -2.09 2.71 0.57
H -0.67 3.94 -3.29
H -2.74 5.23 -3.63
H 3.31 3.50 -0.40
H 4.30 4.67 1.52
H 3.01 4.95 3.61
H 0.72 4.02 3.78
H -0.28 2.85 1.87
H 1.78 0.74 -3.56
H 3.24 1.44 -5.41
H 3.97 3.80 -5.61
H 3.20 5.46 -3.95
H 1.77 4.77 -2.07
```

***

Number 1: energy -3124.93962 hartree. Number 2: energy -1683.33447 hartree. Number 3: energy -3876.64420 hartree. Number 4: energy -3249.05694 hartree.